#i
DFT (wB97M-V/def2-TZVPD) results for a molecular structure, C35H39N5O8PSTi.

Geometry (Å):
1 Ti -0.547 0.533 1.194
2 O 5.069 -1.728 0.300
3 C 4.274 -2.688 0.317
4 O 4.152 -3.687 -0.394
5 C 3.034 -2.370 1.209
6 C 3.084 -1.323 2.129
7 C 1.922 -0.646 2.403
8 N 0.752 -1.058 1.899
9 C 0.672 -2.201 1.218
10 C 1.801 -2.908 0.857
11 C -0.720 -2.506 0.881
12 C -1.183 -3.764 0.557
13 C -2.550 -3.948 0.427
14 C -3.393 -2.869 0.639
15 C -2.840 -1.632 0.919
16 N -1.527 -1.436 1.015
17 C 1.739 0.585 3.188
18 C 2.609 1.031 4.159
19 C 2.208 2.079 4.977
20 C 0.959 2.639 4.788
21 C 0.173 2.182 3.746
22 N 0.552 1.179 2.953
23 H 4.060 -0.967 2.434
24 H 1.782 -3.771 0.203
25 H -0.486 -4.580 0.423
26 H -2.949 -4.922 0.182
27 H -4.467 -2.971 0.592
28 H -3.478 -0.783 1.088
29 H 3.551 0.524 4.312
30 H 2.855 2.431 5.768
31 H 0.596 3.436 5.418
32 H -0.796 2.613 3.542
33 C -3.108 3.166 0.177
34 C -3.143 1.641 0.369
35 C -4.387 1.116 -0.343
36 O -1.978 0.963 -0.081
37 C -3.164 1.440 1.891
38 O -4.085 1.674 2.615
39 O -1.955 1.047 2.335
40 H -2.989 3.410 -0.878
41 H -2.317 3.637 0.758
42 H -4.061 3.569 0.517
43 H -4.440 1.563 -1.336
44 H -5.282 1.399 0.210
45 H -4.367 0.037 -0.474
46 H -1.273 1.597 -1.162
47 C 1.624 6.222 1.129
48 N 0.907 5.216 0.347
49 C 0.566 5.440 -0.942
50 C 0.025 4.459 -1.691
51 C -0.239 3.223 -1.042
52 O -0.842 2.313 -1.755
53 N 0.075 2.979 0.231
54 C 0.802 3.939 0.905
55 O 1.375 3.719 1.960
56 H 1.542 7.179 0.620
57 H 2.671 5.944 1.235
58 H 1.182 6.295 2.119
59 H 0.751 6.437 -1.317
60 H -0.271 4.595 -2.717
61 C 2.796 -0.452 -1.781
62 S 2.086 0.998 -0.970
63 C 3.413 1.350 0.182
64 O 0.952 0.413 -0.098
65 H 3.844 -0.573 -1.504
66 H 2.678 -0.341 -2.854
67 H 2.235 -1.308 -1.414
68 H 4.197 1.832 -0.403
69 H 3.791 0.423 0.610
70 H 3.031 2.034 0.939
71 C 0.031 -0.948 -4.006
72 P -0.857 -1.590 -2.528
73 C -2.585 -1.413 -3.109
74 C -0.530 -3.381 -2.636
75 C 0.777 -3.812 -2.396
76 C 1.078 -5.159 -2.272
77 C 0.067 -6.105 -2.396
78 C -1.232 -5.694 -2.658
79 C -1.530 -4.341 -2.773
80 H 1.102 -1.113 -3.895
81 H -0.287 -1.421 -4.936
82 H -0.147 0.127 -4.075
83 H -2.799 -1.954 -4.033
84 H -2.754 -0.348 -3.281
85 H -3.283 -1.731 -2.334
86 H 1.578 -3.088 -2.283
87 H 2.097 -5.465 -2.068
88 H 0.297 -7.158 -2.300
89 H -2.018 -6.428 -2.780
90 H -2.552 -4.040 -2.970

Calculated values
**Charge**: +1
**LUMO**: -4.256 eV

***

#ii
DFT (wB97M-V/def2-TZVPD) results for a molecular structure, C35H39N5O8PSTi.

Geometry (Å):
1 Ti 0.134 0.014 -0.333
2 O 4.702 -4.070 0.500
3 C 3.854 -4.497 1.320
4 O 3.697 -5.567 1.893
5 C 2.755 -3.439 1.495
6 C 1.420 -3.753 1.330
7 C 0.475 -2.760 1.103
8 N 0.828 -1.452 1.123
9 C 2.106 -1.146 1.476
10 C 3.082 -2.096 1.646
11 C 2.486 0.283 1.488
12 C 3.571 0.755 2.215
13 C 3.926 2.087 2.101
14 C 3.177 2.919 1.284
15 C 2.089 2.391 0.618
16 N 1.756 1.098 0.710
17 C -0.942 -3.194 0.917
18 C -1.219 -4.464 0.414
19 C -2.517 -4.940 0.482
20 C -3.504 -4.124 1.010
21 C -3.146 -2.847 1.413
22 N -1.898 -2.389 1.375
23 H 1.139 -4.796 1.353
24 H 4.118 -1.821 1.790
25 H 4.123 0.085 2.857
26 H 4.773 2.473 2.653
27 H 3.412 3.968 1.177
28 H 1.448 3.009 0.009
29 H -0.439 -5.074 -0.018
30 H -2.753 -5.931 0.120
31 H -4.529 -4.456 1.094
32 H -3.895 -2.167 1.805
33 C -2.490 -1.391 -4.319
34 C -2.150 -1.824 -2.898
35 C -3.128 -2.882 -2.405
36 O -0.853 -2.379 -2.810
37 C -2.288 -0.624 -1.953
38 O -3.102 0.245 -2.037
39 O -1.415 -0.637 -0.891
40 H -2.475 -2.272 -4.960
41 H -1.757 -0.674 -4.688
42 H -3.478 -0.936 -4.357
43 H -3.002 -3.779 -3.011
44 H -4.154 -2.525 -2.498
45 H -2.929 -3.132 -1.367
46 H -0.241 -1.696 -3.120
47 C -1.805 5.048 -1.643
48 N -1.183 3.815 -2.118
49 C -1.114 3.526 -3.451
50 C -0.637 2.355 -3.896
51 C -0.210 1.374 -2.931
52 O 0.142 0.232 -3.246
53 N -0.216 1.721 -1.592
54 C -0.783 2.893 -1.168
55 O -0.931 3.142 0.023
56 H -1.835 5.759 -2.464
57 H -1.221 5.458 -0.824
58 H -2.817 4.856 -1.288
59 H -1.480 4.297 -4.114
60 H -0.603 2.109 -4.945
61 C 3.189 -0.078 -3.276
62 S 3.150 -0.743 -1.623
63 C 3.568 -2.437 -1.954
64 O 1.634 -0.774 -1.307
65 H 4.224 -0.118 -3.616
66 H 2.849 0.954 -3.225
67 H 2.530 -0.660 -3.916
68 H 4.486 -2.416 -2.544
69 H 2.752 -2.887 -2.520
70 H 3.788 -2.963 -1.015
71 C -0.864 -0.180 3.321
72 P -1.016 0.946 1.896
73 C -2.796 1.061 1.587
74 C -0.545 2.498 2.728
75 C 0.643 2.548 3.453
76 C 0.990 3.685 4.168
77 C 0.141 4.781 4.180
78 C -1.052 4.734 3.473
79 C -1.392 3.603 2.748
80 H 0.181 -0.297 3.605
81 H -1.275 -1.150 3.065
82 H -1.403 0.262 4.160
83 H -3.327 1.348 2.495
84 H -3.130 0.082 1.249
85 H -2.987 1.782 0.794
86 H 1.310 1.695 3.478
87 H 1.916 3.706 4.728
88 H 0.402 5.665 4.747
89 H -1.725 5.581 3.488
90 H -2.316 3.591 2.189

Calculated values
**Charge**: +1
**LUMO**: -4.092 eV

***

Which is more stable than every other structure shown? #i is more stable than every other one.